[1]
66
Properties=species:S:1:pos:R:3:forces:R:3 method="wB97M-V/def2-TZVPD" gap_ev="4.7446 / 4.7457" charge=-2 e_tot_ha=-5464.76131 homo_ev="-0.21 / -0.22" de_lowest_ev=0.917
Ti -1.664550 -0.072506 -0.100780 -0.34 -0.06 -2.13
C 1.248893 2.703048 -2.532166 -0.01 0.02 0.00
C 1.167639 2.356793 -1.072199 -0.07 0.05 -0.01
C 2.059942 1.444099 -0.512549 0.01 0.03 0.03
C 1.880894 0.971137 0.773194 -0.03 -0.04 0.03
C 0.796052 1.401600 1.532096 0.21 -0.11 0.05
C -0.067025 2.344682 1.006606 -0.13 0.15 0.00
C 0.123552 2.825336 -0.286960 0.01 -0.02 -0.08
H 2.276703 2.906056 -2.845860 -0.01 -0.02 0.00
H 0.631249 3.571685 -2.765764 0.02 0.00 0.00
H 0.861103 1.861656 -3.113582 -0.02 0.01 0.01
H 2.856600 1.037692 -1.124253 0.03 -0.02 -0.03
H 2.533985 0.197428 1.155896 0.01 -0.01 0.02
H 0.591773 0.962785 2.500279 0.03 0.00 0.04
H -0.918286 2.683104 1.585152 0.03 0.00 -0.01
H -0.605420 3.507260 -0.709258 0.01 -0.01 0.00
C 0.283681 -3.039661 3.276383 -0.05 0.03 0.01
C -0.606459 -2.076013 2.518279 -0.15 0.06 0.14
S -0.214320 -1.863109 0.820945 0.09 0.08 -0.06
C -1.630422 -1.402562 3.076622 0.17 -0.16 -0.02
C -2.016048 -1.502748 4.533146 0.05 -0.06 -0.05
S -2.660673 -0.337933 2.124435 -0.07 0.13 0.01
H 0.743696 -3.742847 2.581175 -0.01 0.00 0.00
H -0.267119 -3.619636 4.022412 0.01 0.03 -0.01
H 1.099619 -2.519203 3.791875 -0.01 0.00 -0.02
H -1.325050 -2.122824 5.110545 -0.03 0.02 -0.04
H -3.025183 -1.915916 4.639918 0.02 0.01 -0.01
H -2.037565 -0.508573 4.987634 0.01 0.01 0.00
C 4.954518 -3.533628 -2.928320 -0.02 0.01 0.02
C 3.477104 -3.579285 -3.313068 0.02 0.00 -0.01
Sb 2.233224 -2.617305 -1.786806 -0.01 -0.02 0.02
C 0.335245 -3.302910 -2.556309 0.04 -0.02 0.00
C 0.353950 -4.399473 -3.616229 -0.05 0.05 -0.01
C 2.532982 -4.209467 -0.330507 0.00 0.01 -0.02
C 2.589151 -5.644160 -0.840757 0.00 0.01 0.01
H 5.602105 -3.992259 -3.684136 0.00 0.01 0.01
H 5.133755 -4.058261 -1.984203 -0.01 0.01 -0.03
H 5.293548 -2.503105 -2.786461 -0.01 -0.03 0.00
H 3.147932 -4.609035 -3.470387 0.01 0.03 0.00
H 3.309207 -3.042036 -4.251466 0.01 -0.02 0.03
H -0.152220 -2.404328 -2.929845 -0.03 0.03 -0.01
H -0.235119 -3.596101 -1.672893 0.00 -0.01 -0.01
H 0.905228 -4.092268 -4.509054 -0.01 0.00 0.02
H -0.667162 -4.638460 -3.932668 0.03 0.01 0.00
H 0.810920 -5.324345 -3.258581 0.01 0.00 0.00
H 1.692799 -4.069909 0.350805 0.00 0.01 0.02
H 3.436446 -3.960607 0.233223 0.01 -0.01 -0.01
H 1.663851 -5.916628 -1.351001 0.00 0.00 0.01
H 2.727487 -6.357126 -0.019295 0.00 0.01 -0.02
H 3.408944 -5.800571 -1.547713 -0.01 0.00 0.02
Se -3.421346 1.949893 -0.446542 0.05 0.13 -0.06
C -3.318306 3.330470 0.872331 0.00 -0.02 0.01
C -3.540858 3.099738 2.234782 0.04 0.15 -0.01
C -3.472251 4.137519 3.154838 0.00 -0.02 -0.02
C -3.190787 5.436616 2.745864 0.00 -0.01 0.03
C -2.974567 5.681547 1.396598 0.00 -0.01 -0.04
C -3.034885 4.643106 0.475754 -0.02 -0.02 0.01
H -3.740228 2.092386 2.565351 -0.03 -0.10 0.04
H -3.636447 3.924992 4.206392 0.00 0.00 -0.01
H -3.134035 6.242996 3.468944 0.00 -0.01 -0.01
H -2.747423 6.687089 1.056334 0.00 -0.02 0.00
H -2.857216 4.837631 -0.576080 0.00 -0.01 0.02
O -2.469084 -0.973192 -1.676654 0.06 -0.44 0.18
N -1.588166 -0.065019 -2.181634 0.12 0.22 2.01
O -1.719850 0.445913 -3.322310 -0.16 0.27 -0.02
O -0.359972 -0.269210 -1.631415 0.20 -0.33 -0.06

[2]
74
Properties=species:S:1:pos:R:3:forces:R:3 method="wB97M-V/def2-TZVPD" s2=8.776 spin_multiplicity=6 gap_ev="3.4268 / 5.8811" charge=-2 e_tot_ha=-7060.21474 homo_ev="0.72 / -1.75"
Ru -0.341595 0.321712 0.012108 -0.24 0.54 0.43
O 0.930113 1.984852 0.694231 0.16 0.19 0.07
N 0.404658 3.174569 1.087858 -0.04 0.01 -0.14
C 0.851076 4.307181 0.426952 -0.03 -0.10 0.14
C 0.669920 5.545999 0.960719 0.06 0.00 -0.08
C 0.009783 5.717238 2.201042 -0.04 -0.02 0.03
C -0.490854 4.544677 2.820245 0.01 -0.03 0.00
C -0.276662 3.300109 2.291074 0.04 -0.02 -0.01
S -0.855318 1.826072 3.030820 -0.01 0.00 0.04
H 1.324384 4.095176 -0.519682 0.00 0.03 0.00
H 1.026480 6.397225 0.390997 -0.01 0.01 0.02
H -0.167789 6.695397 2.625838 0.01 0.00 -0.01
H -1.088396 4.596987 3.722006 0.01 0.01 0.00
O 3.258009 -1.030081 -2.947018 0.11 -0.03 0.04
As 1.770021 -1.255928 -1.970783 -0.30 0.18 -0.28
O 1.748022 -2.802305 -1.425567 0.18 -0.12 0.03
O 1.832233 -0.010025 -0.884542 -0.21 -0.24 0.01
C 0.478083 -1.224189 -3.475726 0.11 -0.19 0.03
C 0.902168 -2.198596 -4.389043 -0.03 -0.03 -0.04
C 0.151016 -2.556029 -5.494274 -0.01 0.02 0.02
C -1.075402 -1.945549 -5.707596 0.03 0.00 0.03
C -1.502745 -0.966452 -4.829298 -0.04 0.01 -0.05
C -0.741017 -0.586921 -3.723785 -0.08 0.08 -0.05
S -1.442802 0.803150 -2.795654 0.37 -0.13 0.10
O -2.173883 1.553969 -3.791431 -0.01 0.09 0.05
O -0.272464 1.462083 -2.214635 -0.07 0.02 -0.06
O -2.272096 0.237529 -1.725656 -0.07 -0.14 -0.18
H 3.621777 -0.185579 -2.656083 -0.06 0.06 0.00
H 1.843878 -2.704268 -4.216176 0.00 0.01 0.03
H 0.518818 -3.318056 -6.171371 0.00 0.00 -0.01
H -1.691128 -2.215565 -6.557504 0.00 0.00 0.00
H -2.432902 -0.443544 -5.006674 0.01 0.01 0.03
C -1.043659 -3.906463 -2.227421 -0.03 -0.02 0.03
Te -1.223061 -2.813076 -0.401746 0.12 -0.10 -0.09
C -3.345875 -2.757371 -0.643245 -0.03 -0.04 0.02
H -1.454443 -3.327681 -3.052630 0.00 0.02 0.00
H -1.580547 -4.849550 -2.126456 0.00 0.00 0.01
H 0.019649 -4.074000 -2.373615 -0.02 0.00 -0.01
H -3.813588 -2.589309 0.323883 -0.01 0.04 0.00
H -3.662728 -3.724576 -1.034213 -0.02 0.02 0.00
H -3.611715 -1.955894 -1.328558 0.02 0.01 0.00
C -4.097360 0.862238 3.960159 0.05 0.02 0.01
Ge -3.251367 0.054782 2.354314 -0.01 -0.16 0.02
C -4.685164 0.060412 1.000829 -0.02 0.00 0.00
C -2.834000 -1.780078 2.943523 -0.05 0.02 0.09
C -1.768453 1.064513 1.639818 -0.05 0.03 -0.20
H -4.923141 0.237977 4.314558 0.00 0.00 -0.02
H -4.484593 1.855551 3.721715 0.01 -0.01 0.00
H -3.369083 0.974857 4.765087 -0.01 -0.01 -0.01
H -5.224943 1.007241 1.086522 0.00 -0.01 0.01
H -5.399366 -0.754170 1.146370 0.01 0.00 0.00
H -4.271037 0.002351 -0.005129 0.04 -0.03 -0.02
H -3.758772 -2.276709 3.254926 0.03 -0.02 -0.01
H -2.161282 -1.731618 3.802768 -0.01 0.02 -0.01
H -2.338149 -2.391431 2.191544 -0.01 0.04 -0.02
H -2.299642 1.896022 1.150502 0.10 0.06 0.03
N 0.482459 -1.151540 1.999133 0.11 -0.13 0.03
C 1.614010 -0.900755 2.043126 0.01 0.12 0.03
N 2.905852 -0.640443 2.129990 -0.04 0.06 0.00
C 3.795160 -1.543682 1.379194 -0.03 -0.04 -0.08
C 5.174625 -0.917652 1.281522 0.01 -0.05 0.01
C 5.112641 0.425251 0.555713 -0.02 0.01 -0.07
C 3.990168 1.332801 1.101152 -0.01 0.06 0.03
C 3.328323 0.759500 2.345141 0.00 -0.11 0.03
H 3.378134 -1.719465 0.381716 0.07 -0.01 0.09
H 3.837074 -2.503495 1.901020 0.00 -0.01 -0.02
H 5.834553 -1.613012 0.757110 -0.01 0.01 -0.02
H 5.589543 -0.792077 2.286890 0.00 0.02 0.02
H 4.922691 0.231294 -0.503770 0.01 -0.02 0.02
H 6.088158 0.916401 0.613726 0.00 0.01 0.03
H 3.205376 1.468789 0.360915 -0.06 -0.03 -0.05
H 4.369721 2.327446 1.349280 0.02 0.00 0.01
H 2.434710 1.332069 2.585209 -0.04 0.03 -0.03
H 4.003734 0.783713 3.208033 -0.01 -0.02 -0.01

[3]
70
Properties=species:S:1:pos:R:3:forces:R:3 method="wB97M-V/def2-TZVPD" s2=6.010 spin_multiplicity=5 gap_ev="8.3772 / 8.2418" charge=+1 e_tot_ha=-13157.21757 homo_ev="-12.05 / -12.10" de_lowest_ev=0.505
Fe -0.421361 1.857269 -0.171385 -0.36 -0.71 -0.52
Br -0.673528 3.700964 1.924654 0.09 -0.03 -0.02
C 0.898442 4.624829 1.275214 -0.02 -0.12 -0.08
Br 1.146987 4.198927 -0.597553 -0.04 -0.10 0.13
H 1.755163 4.258706 1.826824 0.00 -0.03 -0.02
H 0.755461 5.692290 1.378668 -0.05 0.00 -0.03
Br -0.843734 -0.718306 -6.407058 0.01 0.10 0.18
C -0.713882 0.234077 -4.790138 0.03 -0.06 -0.10
C 0.521710 0.639217 -4.313037 -0.04 -0.02 -0.07
C 0.554483 1.305391 -3.102866 0.07 0.04 -0.04
N -0.537466 1.581507 -2.392781 0.13 0.04 0.50
C -1.731105 1.201186 -2.863231 0.17 -0.05 -0.21
C -1.858767 0.516891 -4.061440 -0.08 0.03 0.04
C -2.893141 1.521240 -2.003532 -0.23 0.06 0.16
C -4.194781 1.517290 -2.480788 0.04 -0.04 -0.05
C -5.228872 1.801289 -1.602915 -0.12 0.00 -0.03
Br -7.004657 1.798524 -2.223228 0.20 0.01 0.09
C -4.944405 2.088081 -0.277400 -0.09 -0.02 -0.04
C -3.617617 2.095508 0.105950 -0.01 0.01 0.04
N -2.614472 1.824522 -0.727643 0.57 0.10 0.24
H 1.431472 0.429957 -4.856229 0.01 0.01 0.02
H 1.499314 1.627911 -2.680046 0.00 -0.04 0.00
H -2.821575 0.175510 -4.411011 0.01 0.01 -0.01
H -4.411758 1.313414 -3.518608 0.02 -0.01 0.00
H -5.730967 2.302576 0.430892 0.03 0.02 0.02
H -3.343250 2.327438 1.127574 -0.03 -0.02 0.01
C 4.869310 -0.426427 1.427552 -0.12 -0.01 0.05
C 3.515820 0.168056 1.059141 0.16 0.06 -0.02
C 3.609181 0.870392 -0.297734 -0.04 -0.21 0.11
C 3.050061 1.140647 2.144699 -0.06 -0.21 -0.09
O 2.618611 -0.937486 0.941099 0.10 0.09 -0.11
Si 0.997847 -1.043817 1.058146 0.00 0.29 0.13
O 0.280690 0.293403 0.474319 -0.23 0.73 -0.35
O 0.634515 -1.237495 2.629977 -0.06 0.05 0.18
C -0.618662 -1.195792 3.322305 -0.12 0.00 0.11
C -0.389437 -1.900642 4.653066 0.02 0.02 -0.13
C -1.709193 -1.908813 2.523561 0.24 0.08 0.00
C -1.013614 0.265189 3.557133 0.12 -0.19 -0.05
O 0.531202 -2.384063 0.274288 -0.18 -0.17 -0.07
C 0.351013 -2.677749 -1.109592 -0.02 -0.06 -0.22
C -0.976347 -2.073518 -1.577086 0.13 -0.05 0.15
C 1.512427 -2.115367 -1.927494 -0.07 -0.01 0.20
C 0.312830 -4.196567 -1.223706 0.05 0.10 0.07
H 5.631590 0.350937 1.496249 0.01 -0.01 0.00
H 5.167402 -1.154318 0.673009 0.02 0.01 0.00
H 4.793735 -0.939023 2.386424 0.04 0.00 0.01
H 4.289442 1.723292 -0.257944 -0.03 -0.01 0.01
H 2.615020 1.207323 -0.588724 -0.11 0.13 -0.06
H 3.967457 0.166733 -1.051723 0.00 0.03 0.01
H 3.777807 1.943144 2.277266 -0.01 0.01 -0.01
H 2.933679 0.604941 3.087157 0.01 0.04 0.03
H 2.076169 1.560361 1.876239 0.01 0.07 0.02
H -0.088468 -2.932911 4.474845 -0.01 0.00 0.02
H -1.302663 -1.894523 5.249156 0.02 -0.01 0.04
H 0.406006 -1.401368 5.206880 -0.02 0.00 0.02
H -1.395229 -2.927709 2.298143 -0.05 0.00 -0.02
H -1.883847 -1.381687 1.582028 -0.06 -0.05 -0.04
H -2.638713 -1.934873 3.092971 -0.01 0.00 0.00
H -0.216044 0.790121 4.086029 -0.01 0.01 -0.01
H -1.930656 0.324613 4.146317 0.01 0.00 -0.01
H -1.172695 0.744751 2.590481 -0.04 0.08 -0.01
H -0.979079 -1.005872 -1.353103 -0.03 0.03 -0.05
H -1.806351 -2.540283 -1.044115 -0.02 0.01 -0.01
H -1.115097 -2.223567 -2.650132 -0.01 -0.02 0.01
H 1.542475 -1.027512 -1.826249 0.05 0.02 -0.06
H 1.401155 -2.377111 -2.981094 0.00 0.02 -0.01
H 2.454582 -2.519384 -1.556063 0.01 0.03 -0.03
H -0.485887 -4.596431 -0.598772 -0.01 -0.01 -0.02
H 1.258900 -4.612470 -0.876756 -0.01 -0.03 -0.03
H 0.145363 -4.503333 -2.257080 0.00 -0.01 0.00